Entry 1:
ORCA calculation (ωB97M-V/def2-TZVPD) on a cluster of 10 separate species, C5H28NO10 in total in a non-equilibrium geometry.

HOMO: -5.80 eV
Calculated total energy: -27605.632 eV
Largest force on an atom: 3.9 eV/A
HOMO-LUMO gap: 8.78 eV

ORCA input file:
```
! RIJCOSX wB97M-V def2-TZVPD def2/J DEFGRID3
* xyz -1 1
C 1.41038 -2.09851 0.76586
O 0.56028 -2.06748 1.93353
C 0.77474 -3.00765 -0.37800
C 0.70287 -2.32780 -1.73801
C -0.06131 -1.09485 -2.05577
C 0.23567 -0.32912 -3.11638
N -1.14375 -0.73830 -1.25080
H 2.20589 -2.70094 1.16880
H 1.43123 -1.05724 0.42366
H -0.24702 -3.44779 -0.17324
H 1.46648 -3.87056 -0.47470
H 1.70993 -2.06985 -2.06579
H 0.28211 -3.04675 -2.47669
H -0.14738 0.67656 -3.37283
H 0.79979 -0.69064 -3.96468
H -0.91314 -0.69617 -0.26743
H -1.72459 0.04438 -1.50382
H 3.25505 0.51303 0.10068
H 2.50576 1.98845 0.25043
O 2.96364 1.32946 -0.32117
H 3.28237 0.87008 -1.84364
H 2.39197 0.30963 -2.89445
O 3.33167 0.48533 -2.76121
H -1.45162 3.51858 1.91593
H -0.45984 2.70660 2.81378
O -0.64206 3.60678 2.46524
H 1.79285 3.56756 2.04450
H 0.99981 2.45494 1.63001
O 1.97254 2.68567 1.66714
H -3.63425 1.55637 1.59803
H -2.59348 0.56821 1.09605
O -3.25858 1.22953 0.77259
H -2.70430 -1.85192 -0.56338
H -2.38945 -2.94854 -1.49691
O -3.13080 -2.60926 -0.99448
H -0.71046 0.21287 2.07360
H 0.86719 0.64028 2.52906
O 0.00843 1.04407 2.35527
H -0.34933 -1.67455 1.66959
H -1.69141 -0.86971 2.67298
O -1.57824 -0.73976 1.72248
H -2.30562 2.65071 0.25616
H -1.68696 3.65380 -0.53788
O -2.12708 3.62450 0.32587
*
```



Entry 2:
ORCA calculation (ωB97M-V/def2-TZVPD) on a cluster of 8 separate species, C5H28NO8 in total in a non-equilibrium geometry.

HOMO: -12.89 eV
Calculated total energy: -23500.535 eV
Largest force on an atom: 12.1 eV/A
HOMO-LUMO gap: 10.14 eV

ORCA input file:
```
! RIJCOSX wB97M-V def2-TZVPD def2/J DEFGRID3
* xyz 1 1
C 0.83790 -1.19116 0.06291
O 0.56311 -2.49814 0.54945
C -0.32166 -0.24326 0.13343
C -1.60380 -0.97668 -0.50664
C -1.64571 -0.81480 -2.02065
C -2.85606 -0.58752 0.23934
N 0.07267 1.00307 -0.70288
H 1.72047 -0.94111 0.58364
H 1.13138 -1.33853 -1.02156
H 0.74117 -3.27855 -0.05351
H -0.47734 0.25432 1.06025
H -1.31144 -2.12431 -0.35381
H -1.93264 -1.82600 -2.26159
H -0.66763 -0.66209 -2.44518
H -2.25409 -0.00499 -2.35762
H -3.50808 -1.48268 0.36030
H -2.73286 -0.25615 1.20087
H -3.51133 0.03093 -0.41577
H 0.85706 0.79350 -1.38624
H -0.78326 1.23911 -1.26399
H 0.42987 1.85686 -0.20236
H -0.87560 -4.73517 -0.33558
H -1.09244 -4.27327 -1.79111
O -0.53745 -4.16267 -1.06248
H -3.24830 2.54867 2.43515
H -2.40893 1.24108 2.92914
O -2.30076 2.10620 2.41086
H 2.42893 2.61828 1.18771
H 1.22603 1.95119 1.99050
O 1.61067 2.11801 1.13577
H -1.20920 3.21233 1.79257
H -0.01959 3.75343 0.83974
O -0.65753 3.10587 0.95758
H 0.86237 -0.81585 2.57133
H 2.17387 -0.41818 1.99479
O 1.26747 -0.12476 2.35990
H 2.33985 0.52234 -2.58955
H 1.38656 -0.10849 -3.79858
O 1.46955 0.38046 -2.99786
H 3.53992 1.91670 -0.62750
H 3.42082 0.53938 -0.09234
O 3.18514 1.03080 -0.91321
*
```



Entry 3:
ORCA calculation (ωB97M-V/def2-TZVPD) on a cluster of 8 separate species, C5H29N2O7 in total in a non-equilibrium geometry.

HOMO: -11.55 eV
Calculated total energy: -22960.392 eV
Largest force on an atom: 6.3 eV/A
HOMO-LUMO gap: 9.00 eV

ORCA input file:
```
! RIJCOSX wB97M-V def2-TZVPD def2/J DEFGRID3
* xyz 1 1
C -1.60450 -0.00852 0.96398
N -1.75960 1.30994 0.38573
C -3.10638 1.82444 0.12294
C -0.54667 -0.83866 0.15358
N 0.64014 -1.39825 0.99020
C 1.93706 -0.61273 0.97505
C -1.39564 -1.82098 -0.64795
H -2.62582 -0.48868 0.95841
H -1.18346 0.08192 2.03407
H -1.32191 1.39545 -0.47528
H -3.20734 2.88385 -0.24199
H -3.63639 1.40476 -0.77806
H -3.63968 1.44547 1.02440
H -0.07700 -0.23153 -0.63655
H 0.86928 -2.39422 0.66299
H 0.31201 -1.31738 2.05369
H 2.40587 -0.44455 -0.07202
H 1.99966 0.41656 1.48248
H 2.77482 -1.29303 1.34443
H -1.89777 -2.53513 0.01569
H -2.26178 -1.29622 -1.20570
H -0.77969 -2.26508 -1.52196
H 1.28027 3.13136 0.02641
H 2.29941 4.16974 -0.17190
O 2.12891 3.29537 -0.35681
H -0.82777 -0.53747 -4.19847
H -2.23696 -0.16179 -4.72679
O -1.67752 -0.08221 -4.04871
H 2.08197 -0.50676 -3.44576
H 2.50913 0.46096 -2.28981
O 2.07798 -0.40472 -2.47076
H 2.15296 -0.48552 4.00371
H 1.69432 -1.63664 4.83777
O 1.89394 -1.43564 3.93901
H 0.26245 1.38868 -2.01212
H -0.89132 1.42789 -3.03560
O -0.43394 1.99120 -2.36991
H 1.49708 -4.80144 1.25570
H 1.01471 -4.71379 -0.24425
O 0.83034 -4.37357 0.64965
H -0.93028 2.19690 2.20943
H 0.15504 3.25791 2.51080
O -0.02704 2.36017 2.35743
*
```